(1)
ORCA calculation (ωB97M-V/def2-TZVPD) on a single C22H27N3O5S molecule.

ORCA input file:
```
! wB97M-V def2-TZVPD RIJCOSX def2/J DEFGRID3
* xyz 0 1
C -4.31 -3.01 -1.20
C -3.70 -3.83 -0.07
O -3.03 -3.02 0.88
C -1.82 -2.51 0.59
C -1.06 -2.80 -0.53
C 0.18 -2.20 -0.71
N 0.94 -2.45 -1.83
C 2.08 -1.79 -2.13
S 2.84 -2.14 -3.56
N 2.56 -0.89 -1.22
C 3.77 -0.13 -1.49
C 3.53 1.38 -1.57
C 2.97 1.89 -2.90
C 1.62 1.31 -3.31
C 0.55 1.23 -2.24
O -0.15 0.25 -2.09
N 0.41 2.34 -1.48
C -0.58 2.42 -0.42
C -0.03 3.05 0.81
C 0.99 2.71 1.64
C 1.05 3.71 2.64
C 0.06 4.60 2.34
O -0.60 4.21 1.23
C 1.97 -0.68 0.03
O 2.53 0.03 0.85
C 0.69 -1.33 0.25
C -0.06 -1.05 1.39
C -1.30 -1.61 1.58
O -2.12 -1.38 2.63
C -1.69 -0.48 3.63
C -2.79 -0.39 4.68
H -4.83 -3.66 -1.89
H -5.01 -2.28 -0.80
H -3.54 -2.47 -1.75
H -3.04 -4.61 -0.45
H -4.50 -4.31 0.51
H -1.43 -3.46 -1.29
H 0.58 -3.06 -2.55
H 4.46 -0.33 -0.66
H 4.20 -0.51 -2.42
H 2.88 1.67 -0.75
H 4.50 1.86 -1.41
H 2.91 2.98 -2.83
H 3.69 1.66 -3.69
H 1.21 1.91 -4.13
H 1.75 0.30 -3.70
H 0.99 3.15 -1.64
H -1.44 3.02 -0.76
H -0.91 1.40 -0.24
H 1.63 1.85 1.56
H 1.73 3.77 3.46
H -0.27 5.50 2.81
H 0.37 -0.36 2.11
H -1.50 0.51 3.19
H -0.76 -0.84 4.09
H -2.50 0.29 5.47
H -2.98 -1.38 5.10
H -3.71 -0.04 4.22
*
```

Summary:
HOMO energy	-7.721	eV
E	-1793.234908	Eh

Results of the Mulliken charge analysis, in e, for atoms 1 through 2:
1 C -1.01
2 C -0.45

***

(2)
ORCA calculation (ωB97M-V/def2-TZVPD) on a gas-phase ion, C2Cl2O5S (charge -2).

ORCA input file:
```
! wB97M-V def2-TZVPD RIJCOSX def2/J DEFGRID3
* xyz -2 1
O -0.79 -2.22 -0.26
C -0.25 -1.52 -1.07
O 0.10 -1.71 -2.22
C -0.28 0.12 -0.49
Cl 0.50 1.24 -1.57
Cl -1.92 0.38 -0.32
S 0.52 0.82 1.22
O 1.96 0.66 0.97
O 0.15 2.22 1.41
O 0.00 0.03 2.33
*
```

Summary:
HOMO energy	-1.156	eV
E	-1771.007918	Eh

Results of the Mulliken charge analysis, in e, for atoms 1 through 2:
1 O -0.61
2 C 0.50

***

(3)
ORCA calculation (ωB97M-V/def2-TZVPD) on a molecular structure, C23H34AuGeI2N4O.

ORCA input file:
```
! wB97M-V def2-TZVPD RIJCOSX def2/J DEFGRID3
* xyz 1 1
Au 0.18 0.44 0.07
I 1.47 4.66 -5.79
C 1.37 3.11 -4.39
C 2.53 2.45 -4.00
C 2.45 1.44 -3.06
I 4.18 0.40 -2.53
C 1.24 1.07 -2.47
O 1.21 0.07 -1.57
C 0.07 1.72 -2.92
C -1.29 1.30 -2.40
N -1.37 1.56 -0.94
C -2.62 1.25 -0.25
C -2.38 1.10 1.23
C -3.39 1.30 2.15
C -3.16 1.02 3.49
C -1.92 0.55 3.88
C -0.94 0.40 2.92
N -1.16 0.68 1.63
C 0.15 2.74 -3.85
H 3.48 2.71 -4.44
H -1.45 0.23 -2.54
H -2.07 1.84 -2.94
H -1.10 2.53 -0.77
H -2.98 0.29 -0.63
H -3.41 1.99 -0.44
H -4.36 1.66 1.81
H -3.95 1.17 4.22
H -1.70 0.31 4.90
H 0.05 0.06 3.17
H -0.75 3.24 -4.18
C 1.67 2.32 3.25
Ge 2.72 1.45 1.84
C 2.98 2.76 0.41
C 4.42 0.85 2.58
C 1.83 -0.16 1.12
H 2.26 3.13 3.67
H 1.42 1.65 4.07
H 0.75 2.76 2.86
H 3.45 3.65 0.82
H 2.03 3.05 -0.04
H 3.62 2.36 -0.37
H 4.98 1.69 3.00
H 5.03 0.39 1.80
H 4.27 0.12 3.38
H 1.58 -0.91 1.87
H 2.47 -0.63 0.37
C -1.69 -2.63 0.80
C -2.04 -4.13 0.61
N -1.48 -4.62 -0.65
C -2.04 -3.85 -1.75
C -1.69 -2.35 -1.58
N -0.91 -2.15 -0.35
C 0.33 -2.94 -0.45
C -0.02 -4.44 -0.63
H -1.09 -2.47 1.70
H -2.59 -2.01 0.89
H -3.12 -4.29 0.59
H -1.64 -4.73 1.42
H -3.12 -4.02 -1.78
H -1.62 -4.24 -2.69
H -2.61 -1.75 -1.51
H -1.10 -1.98 -2.42
H 0.91 -2.77 0.46
H 0.91 -2.54 -1.28
H 0.39 -5.04 0.18
H 0.38 -4.83 -1.56
*
```

Summary:
HOMO energy	-10.408	eV
E	-3998.818011	Eh

Results of the Mulliken charge analysis, in e, for atoms 1 through 2:
1 Au 2.53
2 I 0.12

***

(4)
ORCA calculation (ωB97M-V/def2-TZVPD) on a molecular structure, C23H24N5OPt.

ORCA input file:
```
! wB97M-V def2-TZVPD RIJCOSX def2/J DEFGRID3
* xyz 1 1
Pt -0.63 -0.13 1.03
C 4.42 0.61 -1.51
C 4.07 1.37 -0.40
C 3.07 0.93 0.46
C 2.40 -0.26 0.20
C 2.75 -1.02 -0.91
C 3.77 -0.59 -1.76
N 1.33 -0.68 1.04
C 1.56 -1.61 1.97
C 2.83 -2.18 2.28
C 2.92 -3.13 3.25
C 1.80 -3.59 3.99
C 0.57 -3.08 3.73
C 0.44 -2.09 2.72
N -0.74 -1.52 2.37
N -1.86 -1.78 2.93
C -2.89 -1.00 2.42
C -4.18 -1.17 2.89
C -5.19 -0.38 2.37
C -4.90 0.57 1.40
C -3.59 0.70 0.98
N -2.61 -0.06 1.48
H 5.21 0.94 -2.16
H 4.60 2.29 -0.19
H 2.79 1.51 1.33
H 2.23 -1.95 -1.10
H 4.05 -1.19 -2.61
H 3.70 -1.85 1.74
H 3.89 -3.55 3.47
H 1.93 -4.34 4.75
H -0.32 -3.40 4.26
H -4.37 -1.92 3.64
H -6.21 -0.51 2.72
H -5.66 1.20 0.98
H -3.28 1.43 0.25
O -0.63 1.51 -0.20
C 0.00 1.76 -1.26
C 0.00 3.13 -1.83
C -1.17 3.13 -2.86
C -1.23 1.94 -3.85
C -1.66 0.58 -3.25
C -0.55 -0.19 -2.50
N 0.47 0.79 -2.05
H 0.94 3.30 -2.36
H -0.14 3.89 -1.07
H -1.08 4.05 -3.43
H -2.11 3.18 -2.32
H -0.28 1.85 -4.39
H -1.97 2.21 -4.60
H -2.08 -0.05 -4.02
H -2.47 0.78 -2.54
H -0.04 -0.94 -3.09
H -0.97 -0.62 -1.59
H 1.04 1.13 -2.81
*
```

Summary:
HOMO energy (alpha / beta)	-10.170 / -10.173	eV
E	-1358.995960	Eh

Results of the Mulliken charge analysis, in e, for atoms 1 through 2:
1 Pt 0.38
2 C -0.43

***

Q: E of number 1 (C22H27N3O5S)?
A: -1793.234908 Eh